Entry 1:
# C39H34BFeN7O6S

A molecular structure, C39H34BFeN7O6S in a non-equilibrium geometry (wB97M-V/def2-TZVPD, OMol25).

Geometry (Å):
C (-0.32, 2.71, 1.13)
C (-5.91, -1.52, -1.88)
C (-0.32, -3.33, 2.10)
N (0.03, -2.84, 0.90)
O (-2.33, -1.27, -1.09)
H (-2.27, -5.01, 0.88)
H (3.07, -2.52, -0.78)
H (-2.78, 2.02, -0.02)
N (2.21, -0.10, 1.20)
H (-1.57, -5.81, -2.16)
N (-0.57, -1.00, 2.74)
H (0.12, 2.48, -2.81)
N (1.42, 0.01, -0.87)
C (-1.15, -0.01, 3.44)
C (3.43, 1.89, -3.16)
H (-2.49, -3.37, 0.30)
H (-7.46, -1.07, -0.47)
C (4.67, 0.64, 0.46)
H (1.71, 5.34, 1.75)
O (-1.46, 2.33, 3.54)
C (0.22, -3.79, -0.13)
C (1.17, 2.67, -3.00)
H (-2.30, 0.55, 5.12)
Fe (0.06, -0.65, 0.82)
C (0.65, 3.49, 1.75)
H (0.73, 3.07, 3.84)
H (-1.24, 4.85, -1.32)
H (5.65, 0.96, 0.13)
N (3.35, 5.51, -3.90)
H (0.49, 6.26, -0.22)
H (-2.50, 2.96, -1.50)
H (3.51, -4.03, 0.00)
H (4.89, 3.36, -3.69)
N (-0.57, 1.43, 1.62)
C (-4.53, -1.60, -2.13)
C (0.54, -5.45, -2.35)
C (-0.71, -5.30, -1.75)
C (3.85, 3.16, -3.50)
H (-3.01, -4.74, -0.72)
C (-6.39, -1.13, -0.63)
C (-2.01, 2.37, -0.71)
O (-3.12, -0.63, 0.97)
O (0.23, -0.14, -2.99)
H (1.61, 1.91, 2.86)
C (2.93, 4.21, -3.56)
C (1.58, 3.95, -3.33)
C (0.26, 5.27, 0.16)
C (-1.06, 1.38, 2.86)
C (-0.77, -2.28, 3.09)
O (2.62, -0.86, -2.90)
C (1.63, -4.79, -1.81)
O (-0.35, -4.52, 2.45)
C (2.50, 0.18, -0.09)
H (2.30, 3.53, 3.12)
H (0.87, 4.76, -3.36)
H (-1.57, 1.49, -1.17)
C (-2.00, -1.59, 5.03)
C (3.18, -0.06, 2.13)
C (-1.86, -0.28, 4.60)
H (2.90, -0.32, 3.15)
H (4.13, 1.07, -3.09)
H (2.49, -2.88, 0.86)
C (0.94, 4.75, 1.25)
C (1.37, 2.97, 2.96)
H (-2.55, -1.83, 5.93)
C (-1.46, -2.60, 4.23)
H (2.74, 6.23, -3.53)
C (-4.16, -0.89, 0.15)
H (-6.61, -1.76, -2.67)
H (2.61, -4.89, -2.25)
C (1.48, -3.96, -0.69)
C (2.70, -3.30, -0.12)
C (-3.68, -1.28, -1.10)
C (-0.70, 4.48, -0.46)
C (4.49, 0.32, 1.80)
S (1.56, 0.01, -2.47)
H (-5.87, -0.49, 1.38)
H (0.66, -6.07, -3.23)
C (-2.24, -4.40, -0.02)
C (-5.51, -0.80, 0.41)
H (-1.59, -3.65, 4.47)
H (5.28, 0.36, 2.53)
C (-0.89, -4.49, -0.65)
H (-4.14, -1.90, -3.09)
C (2.09, 1.64, -2.91)
B (-1.91, -0.83, 0.23)
N (3.71, 0.58, -0.49)
H (4.30, 5.70, -3.60)
C (-0.99, 3.20, 0.00)

## Properties
Molecular weight, Da: 795.47
2S+1: 5
E_HOMO (alpha / beta), eV: -0.39 / -1.72
Total charge: -2
Orbital gap (alpha / beta), hartree: 0.173 / 0.221
Energy relative to the best compared isomer or geometry (same formula, charge and spin), kcal per mole: 20.2

***

Entry 2:
# C39H34BrN6O3STa

A molecular structure, C39H34BrN6O3STa in a non-equilibrium geometry (wB97M-V/def2-TZVPD, OMol25).

Geometry (Å):
H (-0.97, -4.76, 7.38)
C (-3.64, -3.06, -0.20)
N (0.68, -1.02, -1.37)
C (5.21, 3.73, -0.96)
O (-0.96, 0.18, 2.06)
N (-2.24, -1.02, -0.37)
H (3.10, -1.95, 2.33)
C (-0.06, 2.76, -3.31)
C (-0.32, -1.78, 3.73)
H (-5.36, 1.48, -0.58)
C (-3.30, -0.30, -0.52)
O (0.83, 1.51, -0.34)
C (-3.77, -4.44, -0.21)
H (5.75, 3.20, -0.17)
C (-1.26, -3.29, -0.47)
C (-4.28, 3.28, -0.07)
H (0.93, -4.09, 5.85)
Br (-2.84, -7.10, -0.37)
C (-4.40, 1.92, -0.35)
C (-2.09, -2.93, 4.84)
H (2.33, 4.89, -3.55)
H (-2.90, 4.85, 0.46)
C (-1.22, 3.16, -3.97)
C (-0.05, 4.85, -2.07)
C (2.70, -2.10, -2.96)
C (-2.38, -2.48, -0.36)
Ta (-0.40, 0.19, 0.10)
C (-1.78, 4.40, -3.70)
C (3.02, -1.97, 1.25)
C (-3.27, 1.14, -0.32)
H (-1.52, -5.74, 6.04)
H (3.25, 5.83, -2.35)
N (2.91, 3.82, -1.84)
O (1.27, 0.26, 3.22)
C (0.64, -2.54, 4.42)
H (-4.26, -0.75, -0.76)
N (-2.04, 1.65, -0.05)
H (5.01, -2.77, 1.00)
H (0.44, 1.83, -3.57)
S (0.25, -0.57, 2.69)
H (-5.16, 3.92, -0.07)
C (0.21, -3.50, 5.30)
H (-2.65, 4.73, -4.24)
H (-4.75, -4.88, -0.09)
C (2.89, -2.05, -1.56)
H (-1.62, 6.23, -2.57)
C (3.16, 2.25, -0.29)
C (4.05, -2.50, -0.88)
C (1.87, 2.25, -0.75)
H (5.26, 4.80, -0.75)
N (1.70, 3.20, -1.69)
C (1.89, -1.55, 0.61)
H (4.88, -2.89, -1.46)
H (-2.64, -4.62, 6.80)
H (1.34, -1.72, -4.58)
H (-1.65, 2.52, -4.73)
H (-3.15, -3.07, 5.03)
C (-2.65, -5.25, -0.36)
C (-3.03, 3.80, 0.22)
H (-0.39, -0.73, -3.12)
H (3.59, 1.63, 0.47)
C (-1.39, -4.67, -0.47)
C (0.53, -1.11, -2.69)
C (-1.93, 2.96, 0.21)
C (0.50, 3.61, -2.36)
H (-4.54, -2.49, -0.03)
C (4.12, -2.44, 0.48)
C (-1.16, -3.71, 5.53)
H (4.07, 4.62, -3.37)
N (0.67, -1.09, 1.17)
H (-0.52, -5.30, -0.57)
C (1.82, -1.55, -0.80)
H (0.41, 5.51, -1.35)
H (1.70, -2.35, 4.30)
C (3.15, 4.87, -2.84)
H (-0.27, -2.89, -0.56)
C (3.80, 3.27, -1.02)
C (1.52, -1.66, -3.52)
C (-1.69, -1.97, 3.93)
H (-0.94, 3.34, 0.44)
H (-2.43, -1.36, 3.42)
C (-1.20, 5.25, -2.76)
H (3.48, -2.51, -3.59)
H (5.72, 3.55, -1.90)
C (-1.60, -4.76, 6.50)

## Properties
Molecular weight, Da: 927.66
2S+1: 1
E_HOMO, eV: -17.72
Total charge: +4
Orbital gap, hartree: 0.181

***

Entry 3:
# C39H34ClIrN3SSi2

A molecular structure, C39H34ClIrN3SSi2 in a non-equilibrium geometry (wB97M-V/def2-TZVPD, OMol25).

Geometry (Å):
C (1.61, -1.37, -5.24)
C (2.03, 0.14, 4.91)
C (-0.39, -2.84, 0.13)
C (2.12, 2.18, -6.20)
H (-0.15, 4.64, -6.96)
H (-0.73, -2.44, -7.49)
C (0.99, 2.25, 7.64)
C (-1.18, 1.47, 0.17)
C (2.26, -2.61, -5.01)
C (0.22, 2.10, -4.70)
H (3.08, 1.79, -6.56)
C (-1.09, -2.02, 4.76)
H (-0.86, -3.09, 2.75)
H (-2.36, -1.06, 1.81)
N (0.90, 0.67, 4.43)
H (2.04, 3.73, -7.71)
C (0.10, -2.49, -6.79)
H (-1.62, -0.26, 6.04)
H (2.06, -2.53, 1.32)
C (-0.85, 2.17, -1.00)
H (-2.02, 3.59, 6.71)
H (1.71, 2.21, 8.47)
C (3.69, -1.75, 4.31)
H (0.10, 2.00, -1.50)
C (2.40, -2.22, 2.30)
H (3.12, -2.65, -4.34)
H (-0.78, -2.77, 5.49)
C (-1.08, 3.04, 6.64)
C (1.25, 1.54, 6.48)
S (3.83, -2.83, 2.98)
H (-2.42, -4.71, -1.89)
C (-0.35, 3.18, -5.38)
H (-1.49, 3.63, -2.44)
C (0.30, 3.78, -6.46)
C (-0.78, 2.35, 5.45)
C (-2.35, 1.80, 0.86)
C (0.67, -3.73, -6.48)
C (-1.84, -1.42, -1.14)
C (-2.99, 3.32, -0.93)
C (-0.21, 2.98, 7.73)
C (1.47, 1.59, -5.10)
H (-3.72, 4.00, -1.40)
H (-3.27, -2.42, -2.40)
C (-1.85, -1.07, 2.77)
H (4.36, -1.70, 5.15)
C (2.63, -0.89, 4.14)
Cl (1.89, 0.36, -0.06)
H (0.25, -4.65, -6.90)
C (-0.79, -1.56, -0.22)
C (1.78, -3.77, -5.63)
C (-3.27, 2.68, 0.28)
H (3.06, 0.39, 6.73)
H (0.41, -3.02, 0.86)
H (3.47, 0.28, -3.75)
C (0.58, -1.31, -6.19)
H (0.12, -0.35, -6.46)
N (2.26, 0.62, 6.16)
H (-0.50, 3.49, 8.65)
N (1.86, -1.19, 3.01)
C (-1.02, -3.98, -0.41)
Si (2.04, 0.08, -4.15)
H (-0.74, -4.97, -0.06)
H (-4.22, 2.89, 0.78)
H (-0.32, 1.64, -3.87)
C (-1.10, -2.20, 3.33)
C (1.53, 3.27, -6.87)
C (0.38, 1.59, 5.38)
H (-2.53, 0.86, 3.75)
C (-2.45, -2.55, -1.70)
C (-1.54, -0.72, 5.06)
H (1.27, -0.19, -2.91)
Ir (0.06, -0.33, 2.85)
C (-1.75, 3.09, -1.54)
H (-2.19, -0.42, -1.42)
Si (-0.03, 0.01, 0.59)
H (-1.44, 2.38, 4.59)
H (2.26, -4.72, -5.43)
C (-1.99, -0.09, 3.85)
C (-2.01, -3.84, -1.38)
H (-2.56, 1.37, 1.84)
H (-1.32, 3.56, -5.04)

## Properties
Molecular weight, Da: 860.63
2S+1: 5
E_HOMO (alpha / beta), eV: -8.20 / -10.56
Total charge: +1
Orbital gap (alpha / beta), hartree: 0.173 / 0.197
Energy relative to the best compared isomer or geometry (same formula, charge and spin), kcal per mole: 0.0

***

- Which of these has the lowest 2S+1?
  C39H34BrN6O3STa